{
  "formula": "C13H17N2",
  "method": "the ωB97M-V functional and the def2-TZVPD basis",
  "smiles": "Cc1[nH+]ccn1C(C)(C)c1ccccc1",
  "homo_lumo_gap_ev": 10.08,
  "e_above_lowest_kj_mol": 84.9,
  "total_charge": 1,
  "homo_energy_ev": -12.611,
  "e_lumo_ev": -2.54,
  "species": ["C", "C", "C", "C", "C", "C", "C", "C", "C", "H", "H", "H", "H", "H", "H", "H", "H", "H", "H", "H", "C", "C", "N", "C", "C", "N", "H", "H", "H", "H", "H", "H"],
  "coordinates": [[1.99064, -2.78429, 0.55649], [0.84329, -2.05510, -0.17614], [0.26690, -2.98483, -1.23904], [-0.19481, -1.59022, 0.84036], [-1.58122, -1.67376, 0.62970], [-2.46449, -1.05223, 1.52138], [-1.99250, -0.47102, 2.70433], [-0.61328, -0.46321, 2.95125], [0.26693, -1.07283, 2.05433], [2.72493, -2.14822, 1.05296], [1.55458, -3.35902, 1.37657], [2.49387, -3.56229, -0.02474], [-0.61044, -2.51701, -1.70896], [1.01312, -3.22863, -2.01585], [-0.07524, -3.92287, -0.77187], [-1.97796, -2.18381, -0.24801], [-3.53143, -1.02814, 1.28945], [-2.68470, -0.01010, 3.41430], [-0.21035, 0.01406, 3.85131], [1.31997, -1.17672, 2.32800], [-0.54408, 0.97696, -0.80233], [0.69425, 0.28047, -1.21845], [1.34625, -0.85443, -0.87564], [2.53432, -0.89123, -1.60112], [2.63241, 0.25866, -2.29595], [1.49993, 0.97392, -2.01821], [-0.94005, 0.53187, 0.11029], [-0.31084, 2.04355, -0.60339], [-1.29345, 0.95052, -1.61653], [3.26249, -1.66188, -1.45352], [3.36472, 0.62605, -2.97785], [1.28901, 1.90754, -2.36092]],
  "nbo_charge": [-0.648, 0.120, -0.618, -0.082, -0.217, -0.207, -0.194, -0.215, -0.159, 0.231, 0.252, 0.235, 0.217, 0.229, 0.245, 0.225, 0.233, 0.237, 0.233, 0.214, -0.684, 0.472, -0.305, -0.056, -0.039, -0.470, 0.281, 0.251, 0.260, 0.259, 0.253, 0.448]
}


{
  "formula": "C36H52AlN9O2Sb",
  "method": "the ωB97M-V functional and the def2-TZVPD basis",
  "homo_lumo_gap_ev": 7.47,
  "e_above_lowest_kj_mol": 288.7,
  "total_charge": 1,
  "homo_energy_ev": -9.435,
  "e_lumo_ev": -1.96,
  "species": ["Al", "C", "C", "C", "C", "C", "N", "C", "C", "C", "C", "C", "C", "C", "N", "C", "C", "C", "N", "C", "C", "N", "C", "C", "C", "N", "H", "H", "H", "H", "H", "H", "H", "H", "H", "H", "H", "H", "H", "H", "H", "H", "H", "H", "C", "C", "C", "C", "Sb", "C", "C", "C", "C", "C", "C", "C", "C", "H", "H", "H", "H", "H", "H", "H", "H", "H", "H", "H", "H", "H", "H", "H", "H", "H", "H", "H", "H", "H", "H", "H", "H", "H", "H", "H", "C", "O", "C", "O", "H", "H", "H", "N", "C", "N", "N", "C", "N", "H", "H", "H", "H"],
  "coordinates": [[-0.20924, 0.98106, -0.17594], [5.52016, 5.21859, -0.62616], [4.17031, 4.58529, -0.42018], [3.12790, 5.26709, 0.20176], [1.90972, 4.65907, 0.40243], [1.64621, 3.33849, 0.00092], [0.42116, 2.74068, 0.22973], [-0.42702, 3.24377, 1.22359], [0.00663, 3.63881, 2.49606], [-0.88232, 3.99338, 3.48967], [-2.26167, 3.96007, 3.28480], [-3.23340, 4.28840, 4.38586], [-2.70998, 3.57096, 2.03531], [-1.81739, 3.23463, 1.02243], [-2.33969, 2.87927, -0.25061], [-3.41965, 3.36926, -0.88352], [-3.52606, 2.71495, -2.09541], [-2.45542, 1.82610, -2.12395], [-1.74115, 1.93758, -1.00430], [2.67005, 2.68878, -0.71348], [3.91046, 3.30843, -0.87584], [2.48248, 1.41660, -1.33264], [3.33612, 0.81351, -2.17866], [2.76777, -0.36228, -2.62081], [1.53567, -0.41955, -1.99321], [1.36355, 0.66677, -1.22227], [5.62693, 6.11213, -0.01418], [5.65564, 5.50746, -1.67042], [6.32176, 4.52643, -0.36733], [3.27376, 6.28747, 0.53443], [1.11533, 5.21492, 0.87844], [1.06680, 3.62446, 2.70775], [-0.49528, 4.28933, 4.45770], [-2.73342, 4.77482, 5.22124], [-3.70803, 3.37973, 4.76286], [-4.02206, 4.95000, 4.02662], [-3.77520, 3.51591, 1.83758], [-4.02498, 4.15335, -0.46340], [-4.27504, 2.87302, -2.85063], [-2.15690, 1.12749, -2.88783], [4.71473, 2.78197, -1.37069], [4.29072, 1.22088, -2.45044], [3.20301, -1.05540, -3.31822], [0.76491, -1.16788, -2.03517], [0.41160, -4.74342, -2.49655], [1.50707, -4.83640, -1.43526], [1.72419, -6.29179, -1.04358], [2.79352, -4.25221, -2.01467], [0.89698, -3.45525, 0.22885], [2.64994, -3.44516, 1.62131], [2.16120, -3.14102, 3.03444], [3.49623, -2.27002, 1.12961], [3.46189, -4.73451, 1.62614], [-0.67437, -4.61342, 1.34321], [-1.77920, -4.96731, 0.35242], [-1.22376, -3.63824, 2.38482], [-0.17279, -5.88360, 2.01791], [0.73293, -5.27747, -3.39797], [0.20742, -3.70611, -2.77784], [-0.52324, -5.19393, -2.16556], [2.08506, -6.85079, -1.91578], [0.79529, -6.76218, -0.71868], [2.46675, -6.40149, -0.25421], [3.06490, -4.79766, -2.92549], [3.62874, -4.33070, -1.31734], [2.66478, -3.19969, -2.27871], [1.53613, -2.24427, 3.06174], [3.02410, -2.96001, 3.68501], [1.60484, -3.97954, 3.45570], [2.94583, -1.32986, 1.22377], [3.79667, -2.38903, 0.08464], [4.40626, -2.19097, 1.73494], [2.83756, -5.59863, 1.86028], [4.24362, -4.67368, 2.39236], [3.95802, -4.90839, 0.67058], [-2.14925, -4.08609, -0.17652], [-2.61999, -5.42626, 0.88736], [-1.43419, -5.69045, -0.38680], [-1.44013, -2.66472, 1.93578], [-0.51145, -3.48058, 3.19506], [-2.14972, -4.03507, 2.81983], [0.19689, -6.60226, 1.28715], [-0.99168, -6.36618, 2.56637], [0.62468, -5.68196, 2.73368], [-0.92652, -0.10216, 4.01437], [-1.23779, 0.14729, 2.62894], [-0.19753, 0.40495, 1.76255], [0.95398, 0.32370, 2.14682], [-1.13428, -1.14634, 4.24756], [-1.55103, 0.55496, 4.61621], [0.12398, 0.10762, 4.19515], [-3.57829, -0.70013, 2.05579], [-4.02184, -1.40956, 1.01752], [-5.21490, -2.00599, 1.08266], [-3.34601, -1.54798, -0.11167], [-2.20974, -1.06538, -0.40013], [-1.17014, -0.64286, -0.72372], [-4.12738, -0.63266, 2.89545], [-2.65802, -0.25582, 2.05471], [-5.78186, -1.97518, 1.91001], [-5.51261, -2.57060, 0.30693]],
  "lowdin_charge": [0.143, -0.045, -0.274, -0.029, -0.014, -0.177, 0.044, -0.231, -0.007, -0.018, -0.270, -0.043, 0.020, -0.123, -0.023, -0.017, -0.018, -0.074, 0.054, -0.085, 0.016, 0.004, -0.010, -0.019, -0.107, 0.069, 0.077, 0.085, 0.082, 0.118, 0.114, 0.132, 0.120, 0.080, 0.081, 0.083, 0.123, 0.136, 0.108, 0.127, 0.108, 0.127, 0.109, 0.068, -0.138, -0.709, -0.108, -0.131, 1.602, -0.704, -0.125, -0.145, -0.114, -0.703, -0.132, -0.145, -0.105, 0.088, 0.062, 0.055, 0.090, 0.062, 0.061, 0.090, 0.060, 0.044, 0.060, 0.092, 0.058, 0.057, 0.059, 0.089, 0.066, 0.089, 0.061, 0.056, 0.086, 0.057, 0.037, 0.056, 0.088, 0.061, 0.089, 0.059, -0.025, -0.181, -0.391, 0.030, 0.086, 0.091, 0.090, 0.225, -0.467, 0.197, 0.163, -0.259, 0.194, 0.127, 0.052, 0.119, 0.124]
}


{
  "formula": "C48H59N5OP2PdSSi2",
  "method": "the ωB97M-V functional and the def2-TZVPD basis",
  "spin_multiplicity": 3,
  "homo_lumo_gap_ev": [7.22, 6.63],
  "e_above_lowest_kj_mol": 65.6,
  "homo_energy_ev": [-7.177, -7.561],
  "e_lumo_ev": [0.05, -0.93],
  "species": ["Pd", "C", "Si", "C", "C", "N", "P", "C", "P", "N", "Si", "C", "C", "C", "C", "C", "C", "C", "C", "C", "C", "C", "C", "C", "C", "C", "C", "C", "C", "C", "C", "C", "C", "C", "C", "C", "C", "C", "H", "H", "H", "H", "H", "H", "H", "H", "H", "H", "H", "H", "H", "H", "H", "H", "H", "H", "H", "H", "H", "H", "H", "H", "H", "H", "H", "H", "H", "H", "H", "H", "H", "H", "H", "H", "H", "H", "C", "C", "C", "N", "C", "S", "N", "C", "O", "C", "C", "C", "C", "C", "C", "H", "H", "H", "H", "H", "H", "H", "H", "H", "H", "H", "H", "H", "H", "N", "C", "C", "C", "C", "C", "C", "H", "H", "H", "H", "H", "H", "H"],
  "coordinates": [[-0.40092, 1.01101, -0.25408], [-5.21561, -0.46284, 0.42352], [-4.15445, -1.89126, -0.13723], [-4.78227, -3.46045, 0.66228], [-4.33881, -2.08429, -1.98213], [-2.50568, -1.59132, 0.18041], [-1.69519, -1.44565, 1.49883], [-0.28966, -0.44991, 1.19560], [1.34701, -0.06614, 1.59330], [1.85139, 0.68909, 0.28798], [3.39765, 1.36503, -0.06282], [4.37471, 1.86732, 1.46323], [4.40002, 0.12404, -1.01465], [3.16333, 2.92434, -1.05810], [1.20149, 0.96783, 3.08322], [0.86577, 2.31365, 2.92386], [0.65546, 3.12160, 4.02970], [0.77560, 2.59426, 5.30997], [1.10004, 1.25708, 5.47969], [1.30980, 0.44581, 4.37087], [2.43425, -1.43917, 2.06973], [3.58562, -1.20578, 2.82727], [4.49720, -2.22579, 3.05581], [4.27489, -3.48938, 2.52295], [3.14233, -3.73032, 1.75983], [2.22842, -2.70965, 1.53301], [-2.53783, -0.64572, 2.89211], [-2.43729, 0.73815, 3.04535], [-3.18378, 1.39040, 4.01604], [-4.03827, 0.66817, 4.83775], [-4.13931, -0.70946, 4.69626], [-3.39008, -1.36566, 3.72982], [-1.12732, -3.03812, 2.15929], [-0.65399, -3.18578, 3.46233], [-0.14391, -4.40331, 3.88882], [-0.09370, -5.47962, 3.01217], [-0.56128, -5.34049, 1.71156], [-1.08419, -4.12467, 1.28781], [-6.17662, -0.44961, -0.10121], [-4.69391, 0.47627, 0.21122], [-5.41799, -0.49915, 1.49873], [-5.79402, -3.70027, 0.31732], [-4.81764, -3.37126, 1.75279], [-4.13147, -4.30521, 0.41550], [-5.38416, -2.24583, -2.26857], [-3.75512, -2.93702, -2.34321], [-3.98742, -1.18810, -2.50562], [5.15405, 1.13916, 1.70340], [3.73851, 1.99141, 2.34396], [4.86449, 2.82841, 1.28024], [4.60595, -0.74251, -0.37541], [5.35994, 0.53306, -1.34977], [3.84565, -0.23429, -1.88797], [2.80385, 3.72491, -0.40088], [2.43774, 2.79202, -1.86232], [4.11039, 3.25818, -1.49842], [0.75652, 2.71680, 1.92611], [0.38954, 4.16269, 3.89352], [0.61139, 3.22545, 6.17425], [1.18534, 0.84096, 6.47527], [1.53935, -0.60233, 4.51475], [3.77413, -0.22259, 3.24014], [5.38484, -2.03320, 3.64586], [4.98818, -4.28432, 2.70222], [2.96441, -4.71123, 1.33725], [1.36041, -2.90548, 0.92332], [-1.77110, 1.30133, 2.40404], [-3.09925, 2.46400, 4.12816], [-4.62473, 1.17823, 5.59161], [-4.80223, -1.27417, 5.33967], [-3.47208, -2.44141, 3.62753], [-0.66855, -2.34052, 4.14271], [0.22418, -4.51074, 4.90167], [0.30629, -6.42949, 3.34550], [-0.52320, -6.17878, 1.02754], [-1.45657, -4.00406, 0.27703], [-0.49838, 6.83758, -3.35706], [-0.73285, 5.75763, -2.30721], [-0.07681, 4.44418, -2.70930], [-0.19736, 3.43350, -1.64922], [-1.30134, 2.65149, -1.44952], [-2.15096, 2.62549, 0.05198], [-1.96066, 2.14775, -2.57936], [-1.67616, 1.86714, -3.91962], [-2.63104, 1.65556, -4.63848], [-0.28980, 1.74379, -4.47349], [-0.16289, 1.96302, -5.84544], [1.06124, 1.79075, -6.46882], [2.16347, 1.37334, -5.73010], [2.03532, 1.14189, -4.37007], [0.81488, 1.33872, -3.73766], [-0.98654, 7.77197, -3.07984], [-0.89231, 6.53300, -4.33031], [0.56803, 7.03987, -3.48006], [-1.80411, 5.59190, -2.16525], [-0.33479, 6.07829, -1.33881], [0.98595, 4.58723, -2.91730], [-0.52388, 4.07209, -3.62528], [0.16790, 3.75144, -0.76283], [-2.92807, 1.93363, -2.37954], [-1.03904, 2.25426, -6.40870], [1.15412, 1.96946, -7.53188], [3.11782, 1.21704, -6.21782], [2.88200, 0.79055, -3.79398], [0.72654, 1.13016, -2.68152], [-0.87311, -0.95364, -2.16928], [0.11586, -1.83459, -2.64083], [1.12280, -2.24354, -1.76821], [2.14684, -3.06632, -2.21074], [2.20122, -3.47133, -3.53959], [1.20981, -3.04637, -4.41532], [0.17199, -2.23697, -3.97263], [-1.33781, -1.24074, -1.30806], [-1.59586, -0.75976, -2.85183], [1.11272, -1.86925, -0.75381], [2.92276, -3.36875, -1.51581], [3.00858, -4.10202, -3.88872], [1.24065, -3.34770, -5.45550], [-0.59723, -1.90605, -4.66245]],
  "mulliken_spin": [0.568, -0.004, 0.007, 0.000, 0.000, 0.027, -0.019, 0.945, -0.077, 0.086, 0.020, 0.007, 0.002, -0.003, 0.079, 0.024, -0.009, 0.015, -0.008, -0.013, 0.011, 0.001, -0.002, 0.004, -0.004, 0.014, 0.050, 0.024, -0.008, 0.004, 0.000, 0.002, 0.051, -0.016, 0.003, 0.004, 0.000, 0.005, 0.000, 0.002, 0.000, 0.000, 0.000, 0.000, 0.000, 0.000, 0.000, -0.001, -0.001, 0.001, -0.001, 0.001, -0.001, 0.000, 0.002, -0.001, 0.014, 0.000, 0.001, 0.000, 0.000, 0.001, 0.000, 0.000, 0.001, 0.014, -0.019, 0.000, 0.001, 0.000, 0.001, -0.005, 0.000, 0.000, 0.000, 0.001, 0.002, 0.010, 0.006, 0.069, 0.134, -0.007, -0.002, -0.006, 0.015, 0.005, -0.001, -0.001, 0.000, 0.000, 0.028, 0.000, 0.000, 0.000, 0.000, 0.000, -0.003, 0.000, 0.000, -0.002, 0.000, 0.000, 0.000, 0.000, -0.046, -0.009, -0.019, 0.000, 0.018, 0.002, -0.001, 0.001, 0.016, 0.002, -0.011, 0.001, 0.000, 0.000, 0.000]
}


{
  "formula": "C19H16N2NiOSSe",
  "method": "the ωB97M-V functional and the def2-TZVPD basis",
  "homo_lumo_gap_ev": 7.66,
  "e_above_lowest_kj_mol": 0.0,
  "homo_energy_ev": -8.502,
  "e_lumo_ev": -0.84,
  "species": ["Ni", "C", "C", "C", "C", "C", "C", "C", "C", "S", "C", "N", "C", "C", "C", "C", "C", "C", "C", "C", "H", "H", "H", "H", "H", "H", "H", "H", "H", "H", "H", "H", "H", "H", "H", "H", "O", "C", "Se", "C", "N"],
  "coordinates": [[-2.54037, 1.32240, -0.00219], [0.38266, -3.95078, -0.00864], [1.74957, -3.29555, -0.00511], [2.50601, -3.75692, 1.24985], [2.51019, -3.75235, -1.25917], [1.66137, -1.76709, -0.00249], [2.88852, -1.08218, 0.00089], [2.96174, 0.28469, 0.00494], [1.76852, 0.99009, 0.00547], [1.60746, 2.70415, 0.01082], [-0.08565, 2.51871, 0.00698], [-0.55001, 1.28948, 0.00220], [0.51768, 0.36077, 0.00165], [0.47041, -1.04338, -0.00226], [-1.01016, 3.63049, 0.00880], [-0.60571, 4.95930, 0.01425], [-1.56236, 5.95806, 0.01551], [-2.90116, 5.60466, 0.01120], [-3.29113, 4.26865, 0.00572], [-2.34978, 3.23648, 0.00446], [0.49091, -5.03709, -0.01037], [-0.19797, -3.68076, -0.88878], [-0.20107, -3.68387, 0.87040], [2.54394, -4.84775, 1.27422], [1.99927, -3.41517, 2.15425], [3.53200, -3.38716, 1.27508], [2.54825, -4.84308, -1.28736], [3.53624, -3.38247, -1.27966], [2.00645, -3.40733, -2.16400], [3.80856, -1.64988, 0.00075], [3.91467, 0.79717, 0.00789], [-0.49036, -1.54090, -0.00473], [0.44794, 5.21427, 0.01747], [-1.26800, 6.99875, 0.01977], [-3.66039, 6.37663, 0.01211], [-4.35287, 4.07429, 0.00259], [-5.39483, 1.93851, -0.00658], [-4.29165, 1.71399, -0.00484], [-3.68337, -0.78038, -0.01286], [-2.86091, -2.41280, -0.01744], [-2.55463, -3.52465, -0.02081]],
  "nbo_charge": [0.681, -0.606, -0.113, -0.595, -0.595, 0.122, -0.216, -0.208, -0.265, 0.468, 0.080, -0.541, 0.207, -0.276, -0.091, -0.186, -0.217, -0.184, -0.248, -0.224, 0.214, 0.224, 0.224, 0.212, 0.214, 0.200, 0.212, 0.200, 0.214, 0.215, 0.223, 0.247, 0.215, 0.221, 0.219, 0.207, -0.433, 0.598, -0.259, 0.028, -0.389]
}


{
  "formula": "C5H10CeO3",
  "method": "the ωB97M-V functional and the def2-TZVPD basis",
  "spin_multiplicity": 2,
  "homo_lumo_gap_ev": [6.79, 7.04],
  "e_above_lowest_kj_mol": 348.9,
  "total_charge": 1,
  "homo_energy_ev": [-12.224, -13.261],
  "e_lumo_ev": [-5.43, -6.22],
  "species": ["O", "C", "C", "O", "C", "C", "O", "C", "Ce", "H", "H", "H", "H", "H", "H", "H", "H", "H", "H"],
  "coordinates": [[1.97627, 0.49529, 1.21947], [3.24463, 0.08494, 0.80007], [3.36234, 0.10047, -0.73635], [2.27498, -0.52653, -1.34757], [-1.28891, 1.30508, 0.93095], [-2.46720, 0.64853, 0.44240], [-2.05688, -0.40193, -0.41967], [-3.07444, -1.27530, -0.88708], [0.42591, -0.18927, -0.25082], [3.47264, -0.94510, 1.15513], [4.03731, 0.73908, 1.21746], [4.32516, -0.37640, -1.01792], [3.43120, 1.16569, -1.05575], [-1.50560, 2.07565, 1.68422], [-3.18122, 1.34225, -0.04792], [-2.60009, -1.98851, -1.56665], [-3.52809, -1.81075, -0.04100], [-3.84593, -0.70451, -1.42217], [-3.00210, 0.26132, 1.34319]],
  "mulliken_spin": [0.016, 0.003, 0.002, 0.045, 0.926, -0.053, 0.010, 0.001, -0.090, 0.002, -0.001, 0.000, 0.003, 0.038, 0.047, 0.000, 0.000, 0.000, 0.051]
}